13
Properties=species:S:1:pos:R:3:forces:R:3 method="wB97M-V/def2-TZVPD" charge=0 e_tot_ev=-40132.3091 homo_energy_ev="-8.9 / -8.9" lumo_ev="-1.520 / -1.519" gap_ev="7.41 / 7.41" de_lowest_kj_mol=159.9
C -0.675237 0.220988 -0.110245 -0.074 0.303 1.678
C 0.763099 -0.416713 -0.088586 -1.781 -1.140 0.316
C 1.762186 0.595861 -0.203120 -0.311 2.927 -0.589
C -1.875749 -0.566088 0.368023 -0.621 0.874 -0.747
N -0.716526 1.468604 -0.350417 0.255 -0.255 -1.102
O 0.352300 2.063695 -0.779391 1.043 -1.860 1.175
I 0.908255 -1.534377 1.810785 0.002 -0.263 -0.572
I 0.639464 -1.790172 -1.736304 0.035 -0.419 -0.044
I 3.093138 0.690449 -1.780764 0.362 0.218 0.134
I 2.331536 1.617252 1.550498 0.192 0.150 -0.400
H -1.794985 -1.577124 0.033884 0.233 -0.819 -0.117
H -2.773409 -0.183936 -0.175524 0.598 -0.023 0.773
H -2.014073 -0.588440 1.461159 0.066 0.309 -0.506